Entry from the OMol25 dataset: 13 unconnected molecules or ions with the total composition C66H169N11O24 in a non-equilibrium geometry (wB97M-V/def2-TZVPD).

Results
- highest occupied orbital energy (eV) = -8.30
- maximum force (eV/A) = 2.383

CARTESIAN COORDINATES (ANGSTROEM)
O  3.70  -4.89  -0.77
O  -4.04  -2.79  2.33
O  -3.14  7.37  -6.35
O  2.18  -1.35  6.67
O  2.40  2.60  -6.98
O  3.82  -4.75  4.33
O  -3.76  2.29  2.21
O  -0.96  0.55  -1.53
O  -2.56  4.43  -2.61
O  1.38  -1.98  1.61
O  -0.09  1.89  4.55
O  -1.74  2.80  -6.75
O  1.46  7.10  -7.51
O  -4.17  -1.49  -4.21
O  -7.78  -2.77  -3.55
O  3.75  7.64  1.07
O  4.61  3.01  1.77
O  -1.76  -1.67  -9.74
O  -0.43  -4.28  6.53
O  5.73  -2.39  2.09
O  -3.76  -3.94  11.90
O  -7.23  0.88  -0.90
O  8.69  -3.50  6.01
O  -1.29  -4.08  -1.26
N  -2.60  -3.31  9.37
N  -2.54  0.12  -7.61
N  2.88  5.26  -5.99
N  2.09  -2.67  -1.29
N  -2.30  -0.23  3.26
N  1.84  0.20  -0.13
N  3.97  -3.35  7.05
N  -5.94  -1.63  -1.98
N  3.75  5.06  -0.19
N  -4.89  4.53  -4.79
N  7.43  -1.25  4.15
C  -4.16  -4.64  10.72
C  -4.27  6.57  -6.09
C  2.40  7.60  -6.58
C  -2.55  -3.91  -0.62
C  4.84  -2.03  1.08
C  9.14  -2.17  5.79
C  -1.65  -3.84  7.06
C  0.30  0.40  -2.16
C  -1.70  -2.49  -10.89
C  3.68  -6.31  -0.73
C  3.24  -4.54  6.64
C  -3.89  5.57  -4.99
C  -5.89  0.50  -0.77
C  1.89  -2.85  2.60
C  -5.39  -3.23  2.25
C  3.76  7.57  -0.33
C  -6.67  -3.59  -3.24
C  -3.24  3.36  -3.21
C  -1.21  4.20  -2.28
C  -3.06  -1.64  -9.23
C  -3.71  -2.36  3.64
C  3.64  -4.40  -2.08
C  3.22  2.42  -8.11
C  -0.95  3.94  -6.67
C  -3.00  -1.29  -7.75
C  -2.76  0.10  1.91
C  3.37  -2.69  8.20
C  -3.10  7.85  -7.67
C  -1.97  -0.25  -2.08
C  -2.72  1.58  1.58
C  5.33  -2.13  3.41
C  3.84  4.18  -5.86
C  1.99  -2.06  7.88
C  3.33  -2.91  -2.06
C  -5.99  -3.11  -1.96
C  4.48  1.93  2.68
C  0.67  8.14  -8.05
C  -3.01  -4.68  9.73
C  -2.23  0.49  -6.22
C  8.36  -3.78  7.36
C  3.09  2.86  -5.77
C  3.47  6.55  -6.32
C  -1.42  -3.38  8.52
C  -0.27  -3.28  -0.75
C  -8.49  -3.26  -4.66
C  -4.81  -3.65  12.79
C  0.95  -0.90  6.13
C  -3.97  3.56  1.65
C  -0.51  -4.79  5.22
C  0.80  0.21  0.88
C  0.88  -3.36  -1.76
C  -5.80  -1.02  -0.67
C  1.40  1.04  -1.27
C  6.50  -2.37  4.37
C  1.29  -0.65  2.07
C  4.37  6.22  -0.78
C  3.98  -5.35  5.59
C  -1.24  1.65  -6.11
C  8.83  -1.69  4.39
C  4.67  -5.30  3.33
C  3.17  8.83  1.56
C  -4.68  3.74  -3.56
C  -2.36  -1.64  3.56
C  -7.44  2.27  -0.80
C  4.17  2.74  0.46
C  4.57  3.87  -0.46
H  2.86  -2.48  2.94
H  -0.56  -2.23  -0.64
H  3.12  -5.22  7.49
H  2.77  7.58  -0.79
H  1.27  8.91  -8.54
H  -7.04  2.70  0.13
H  -5.08  7.20  -5.72
H  4.50  -6.38  3.31
H  7.46  -3.21  7.60
H  0.41  -0.25  6.82
H  4.15  1.88  -7.91
H  -2.41  0.22  -2.97
H  -0.25  1.35  -6.47
H  -3.58  -2.61  -9.21
H  4.04  6.94  -5.47
H  -3.39  0.64  -7.79
H  -1.81  -1.77  4.50
H  1.14  -2.96  3.39
H  1.07  -4.42  -1.97
H  1.25  -2.86  7.80
H  -6.81  -1.38  -2.44
H  4.33  8.39  -0.78
H  -1.71  -2.17  2.86
H  3.52  3.34  -8.63
H  -6.98  -4.64  -3.19
H  -2.22  -5.24  10.25
H  -2.33  -4.70  7.05
H  6.23  -2.47  5.42
H  3.85  9.66  1.35
H  -4.37  -3.48  13.77
H  -5.09  4.26  -2.68
H  -4.05  3.58  0.55
H  2.14  5.01  -6.63
H  1.06  2.05  -1.03
H  0.55  -0.61  -2.47
H  4.68  1.83  0.12
H  -7.81  -3.57  -5.46
H  -3.97  -1.34  -7.25
H  0.09  8.58  -7.22
H  -5.05  -4.11  10.37
H  -5.42  0.99  0.10
H  -6.91  2.80  -1.60
H  5.09  1.09  2.35
H  10.22  -2.27  5.92
H  6.90  -3.36  4.11
H  -3.79  -0.23  1.72
H  1.84  7.89  -5.68
H  5.72  -5.11  3.57
H  4.37  4.29  -4.91
H  -5.92  -3.49  -4.04
H  -6.57  -3.45  -1.09
H  4.29  6.42  -7.04
H  4.90  -1.13  3.55
H  2.94  8.47  -6.97
H  1.78  -1.37  8.71
H  0.26  0.97  -3.10
H  -3.70  -3.15  4.40
H  3.17  -2.40  -3.01
H  2.33  2.88  -4.99
H  3.27  -3.43  9.00
H  -2.78  1.69  0.49
H  -2.49  -3.93  0.47
H  1.18  -0.33  5.23
H  3.03  -4.92  -2.83
H  -2.10  -3.00  6.52
H  -1.68  -0.35  -5.80
H  5.44  6.24  -0.48
H  2.98  8.74  2.63
H  -0.12  7.79  -8.71
H  2.23  1.22  -1.96
H  -0.54  4.13  -5.67
H  -4.96  -3.45  -1.87
H  -0.17  -0.17  0.55
H  -5.53  -4.46  12.91
H  -3.26  -5.27  8.85
H  9.13  -2.41  3.62
H  -6.10  -2.82  2.97
H  2.08  -3.86  2.21
H  5.63  4.10  -0.25
H  -3.14  -4.76  -0.98
H  -2.21  8.45  -7.81
H  3.41  1.70  2.69
H  -2.84  -0.25  -1.41
H  -4.60  -1.67  -3.35
H  -0.64  -2.53  -11.16
H  -2.33  -1.94  -7.17
H  -4.39  -1.56  3.95
H  4.08  -2.77  0.82
H  -3.13  0.85  -5.71
H  0.57  -0.55  2.89
H  -3.20  4.29  1.92
H  -1.13  -5.69  5.16
H  -0.05  3.88  -7.30
H  -3.80  -0.98  -9.69
H  -3.72  6.14  -4.07
H  2.16  8.95  1.17
H  -3.17  7.05  -8.41
H  -3.98  8.50  -7.82
H  -0.58  -3.95  8.93
H  4.48  -6.65  -1.39
H  4.39  -1.04  1.22
H  -4.89  3.97  2.07
H  3.87  -6.62  0.30
H  -1.72  -1.30  -2.19
H  8.21  -4.84  7.53
H  -2.20  -0.43  1.13
H  -0.50  4.31  -3.10
H  2.24  -2.87  -0.31
H  4.63  -4.60  -2.52
H  -4.64  6.02  -6.96
H  -0.51  1.27  3.94
H  0.66  1.19  1.35
H  8.74  -1.46  6.52
H  0.35  -1.72  5.73
H  -5.27  -4.31  2.45
H  -2.94  5.14  -5.29
H  4.40  -4.90  2.36
H  4.65  4.20  -6.60
H  1.89  -0.76  -0.48
H  5.41  -1.92  0.15
H  -4.80  -1.17  -0.25
H  3.42  -6.30  5.48
H  9.46  -0.81  4.22
H  -2.72  2.97  -4.09
H  4.99  -5.65  5.89
H  -1.76  1.98  1.93
H  -2.98  -2.96  -0.93
H  3.74  2.01  -5.50
H  3.82  5.28  0.80
H  4.46  3.62  -1.51
H  3.09  2.61  0.50
H  -5.80  4.97  -4.64
H  -5.78  -3.09  1.24
H  0.07  -3.57  0.26
H  -5.34  -2.75  12.45
H  2.72  -6.73  -1.04
H  -8.49  2.53  -0.79
H  -6.52  -1.43  0.04
H  -4.45  -5.64  11.07
H  -2.29  -2.97  10.28
H  -0.80  2.17  5.14
H  -9.12  -2.48  -5.10
H  -1.10  1.90  -5.05
H  4.49  6.29  -1.87
H  -5.25  2.80  -3.64
H  -5.29  0.85  -1.62
H  0.62  -2.91  -2.72
H  -1.12  3.19  -1.84
H  4.07  -1.94  8.58
H  7.45  -1.07  3.15
H  9.15  -3.51  8.07
H  4.79  2.28  3.66
H  -3.31  2.54  -2.48
H  -0.96  -2.39  8.52
H  3.89  -2.63  6.33
H  2.62  1.84  -8.82
H  4.49  -2.77  3.70
H  2.29  -0.29  2.33
H  -2.28  -2.08  -11.72
H  -1.44  4.85  -7.02
H  -1.95  -3.54  -10.70
H  -0.97  4.94  -1.52
H  4.10  -2.32  -1.56
H  -0.88  -4.05  4.49
H  -9.12  -4.09  -4.34
H  0.50  -4.96  4.86
H  -4.53  -0.64  -4.49
H  -2.88  0.35  3.87
H  2.27  -4.30  6.19